[1]
Here is a molecular structure, C26H37BrN6O5P2Ti from the OMol25 dataset. Energies are from wB97M-V/def2-TZVPD.

Properties
Energy above the lowest of the compared OMol25 structures with the same formula, charge and spin (eV): 0.0601
2S+1: 2
Total charge: +1
HOMO level (alpha / beta) (eV): -8.01 / -10.17

Each line ends with the Löwdin spin population.
Positions of all 78 atoms, in Å:
Ti: -0.531 1.005 -0.134  0.091
Br: -6.594 -2.187 2.721  -0.008
C: -4.877 -1.575 2.209  -0.005
C: -3.775 -2.399 2.411  0.115
C: -2.522 -1.947 2.017  -0.008
C: -2.369 -0.702 1.429  0.080
O: -1.153 -0.311 1.010  0.038
C: -3.475 0.166 1.268  0.025
C: -3.342 1.493 0.799  0.330
N: -2.146 2.077 0.496  0.095
C: -2.074 3.458 0.349  0.010
C: -3.114 4.361 0.302  0.033
C: -2.861 5.744 0.189  -0.001
C: -1.591 6.243 0.132  0.028
C: -0.497 5.346 0.176  0.001
C: 0.853 5.754 0.140  0.004
C: 1.847 4.816 0.192  -0.002
C: 1.499 3.459 0.257  0.006
N: 0.251 3.043 0.288  0.001
C: -0.750 3.967 0.263  0.004
C: -4.742 -0.321 1.661  0.092
H: -3.896 -3.370 2.870  0.007
H: -1.641 -2.556 2.169  -0.003
H: -4.237 2.100 0.770  0.021
H: -4.141 4.034 0.362  0.004
H: -3.707 6.417 0.154  -0.001
H: -1.405 7.305 0.052  0.002
H: 1.086 6.809 0.076  0.000
H: 2.891 5.095 0.175  0.000
H: 2.257 2.688 0.279  0.000
H: -5.612 0.313 1.545  0.003
C: 0.072 -4.118 0.445  0.000
N: -0.337 -3.150 -0.562  0.000
C: -1.605 -3.450 -1.228  0.000
P: 0.591 -2.007 -1.243  0.000
O: 0.006 -0.659 -1.460  0.003
O: 1.808 -1.896 -0.174  0.000
P: 2.343 -0.619 0.644  0.000
O: 1.449 0.562 0.424  0.001
N: 3.876 -0.500 0.102  0.000
C: 4.760 0.472 0.751  0.000
C: 4.207 -0.744 -1.301  0.000
N: 2.438 -0.975 2.222  0.000
C: 1.381 -0.588 3.161  0.000
C: 3.292 -2.061 2.699  0.000
N: 1.172 -2.546 -2.664  0.000
C: 1.505 -3.946 -2.895  0.000
C: 1.513 -1.650 -3.766  0.000
H: 0.286 -5.092 -0.007  0.000
H: -0.739 -4.253 1.161  0.000
H: 0.955 -3.774 0.974  0.000
H: -2.392 -3.529 -0.477  0.000
H: -1.545 -4.384 -1.793  0.000
H: -1.872 -2.641 -1.907  0.000
H: 4.453 0.631 1.782  0.000
H: 4.747 1.430 0.224  0.000
H: 5.780 0.086 0.747  0.000
H: 3.636 -1.584 -1.686  0.000
H: 5.266 -0.995 -1.368  0.000
H: 4.018 0.138 -1.921  0.000
H: 0.787 0.222 2.752  0.000
H: 1.842 -0.264 4.094  0.000
H: 0.720 -1.434 3.369  0.000
H: 4.070 -2.279 1.972  0.000
H: 2.709 -2.968 2.881  0.000
H: 3.762 -1.762 3.637  0.000
H: 1.304 -4.543 -2.008  0.000
H: 2.564 -4.048 -3.141  0.000
H: 0.917 -4.344 -3.725  0.000
H: 1.240 -0.628 -3.517  0.000
H: 0.968 -1.949 -4.664  0.000
H: 2.583 -1.698 -3.982  0.000
C: -2.775 1.065 -2.668  0.002
C: -1.580 1.245 -1.815  0.002
O: -0.601 1.942 -2.077  0.026
H: -2.806 1.797 -3.475  0.000
H: -3.673 1.109 -2.051  0.004
H: -2.726 0.058 -3.091  0.000

=====

[2]
Here is a molecular structure, C26H37BrN7O2PReS from the OMol25 dataset. Energies are from wB97M-V/def2-TZVPD.

Properties
Energy above the lowest of the compared OMol25 structures with the same formula, charge and spin (eV): 1.0057
2S+1: 4
Total charge: +2
HOMO level (alpha / beta) (eV): -13.33 / -13.99

Each line ends with the Löwdin spin population.
Positions of all 76 atoms, in Å:
Re: 0.695 -0.903 1.270  2.332
N: 1.141 -5.129 0.861  -0.006
C: 1.106 -3.877 1.329  0.016
S: 2.033 -2.657 0.439  0.091
N: 0.392 -3.604 2.382  0.022
N: 0.535 -2.281 2.778  0.007
C: 0.484 -2.044 4.046  0.052
C: 0.848 -0.791 4.637  0.020
C: 0.729 -0.636 6.028  0.009
C: 1.270 0.458 6.662  0.014
C: 1.981 1.397 5.918  0.012
C: 2.122 1.266 4.547  0.010
C: 1.537 0.189 3.899  0.023
O: 1.671 0.105 2.556  0.175
H: 1.770 -5.378 0.118  0.000
H: 0.742 -5.867 1.419  0.000
H: 0.240 -2.886 4.688  0.002
H: 0.219 -1.403 6.598  0.000
H: 1.172 0.573 7.732  0.000
H: 2.436 2.243 6.417  0.000
H: 2.678 1.989 3.967  0.000
C: -4.490 -1.922 2.121  -0.001
C: -3.490 -0.809 2.235  0.000
C: -3.813 0.445 2.755  0.010
C: -2.860 1.444 2.816  0.000
C: -1.578 1.173 2.370  0.014
Br: -0.312 2.562 2.350  0.003
N: -1.232 -0.026 1.902  0.027
C: -2.183 -0.982 1.826  0.023
H: -5.420 -1.661 2.620  0.000
H: -4.107 -2.837 2.573  0.000
H: -4.718 -2.135 1.077  0.000
H: -4.818 0.642 3.106  0.001
H: -3.095 2.427 3.197  0.000
H: -1.865 -1.945 1.430  0.008
O: 0.211 -0.396 -0.548  0.095
P: 0.245 0.300 -1.948  0.014
N: -0.642 1.644 -2.025  0.003
C: -0.117 2.888 -1.423  0.000
C: -1.388 3.664 -1.114  0.000
C: -2.284 3.339 -2.307  0.000
C: -1.968 1.875 -2.645  0.000
N: 1.823 0.648 -2.149  0.003
C: 2.279 1.263 -3.419  0.001
C: 3.735 1.629 -3.136  0.001
C: 3.740 1.922 -1.638  0.001
C: 2.821 0.842 -1.076  0.008
N: -0.376 -0.780 -2.983  0.000
C: 0.059 -2.198 -2.857  0.002
C: -0.432 -2.828 -4.153  0.000
C: -0.247 -1.705 -5.169  0.000
C: -0.709 -0.469 -4.402  0.000
H: 0.515 3.427 -2.135  0.000
H: 0.474 2.670 -0.534  0.000
H: -1.204 4.729 -0.990  0.000
H: -1.832 3.286 -0.189  0.000
H: -2.035 3.980 -3.153  0.000
H: -3.341 3.479 -2.091  0.000
H: -1.929 1.720 -3.719  0.000
H: -2.702 1.186 -2.224  0.000
H: 1.681 2.148 -3.655  0.000
H: 2.186 0.554 -4.243  0.000
H: 4.069 2.469 -3.741  0.000
H: 4.382 0.779 -3.356  0.000
H: 3.314 2.909 -1.442  0.000
H: 4.733 1.888 -1.194  0.000
H: 2.350 1.160 -0.141  0.004
H: 3.367 -0.088 -0.894  0.001
H: -0.370 -2.648 -1.963  0.001
H: 1.150 -2.257 -2.783  0.001
H: -1.488 -3.089 -4.065  0.000
H: 0.121 -3.731 -4.402  0.000
H: -0.818 -1.851 -6.082  0.000
H: 0.806 -1.609 -5.442  0.000
H: -1.786 -0.328 -4.499  0.000
H: -0.209 0.440 -4.738  0.000

=====

[3]
Here is a molecular structure, C26H37ClF8IN4O4P from the OMol25 dataset. Energies are from wB97M-V/def2-TZVPD.

Properties
2S+1: 1
HOMO level (eV): -5.61

Each line ends with the Mulliken charge.
Positions of all 82 atoms, in Å:
C: 2.293 4.316 0.370  -0.484
C: 2.484 3.276 0.969  -1.081
C: 2.568 1.945 1.627  -1.929
C: 1.683 0.741 1.175  4.212
P: 2.929 -0.576 1.856  -0.500
C: 3.502 -0.122 3.555  -0.923
O: 2.136 -2.050 2.064  -0.650
C: 0.251 0.849 1.835  -1.415
I: -0.433 2.813 2.723  0.067
C: -0.373 -0.057 2.896  1.473
C: 0.251 -0.880 3.825  0.104
C: -0.445 -1.631 4.777  -1.099
C: -1.817 -1.496 4.737  -0.403
N: -2.488 -0.700 3.909  -0.704
C: -1.785 -0.019 3.042  -1.157
C: -0.617 0.887 0.448  0.877
Cl: -0.668 2.676 0.057  -0.105
N: 0.077 0.055 -0.574  1.177
C: -0.689 0.431 -1.816  -0.409
C: -0.587 -0.455 -3.079  -0.938
N: 0.063 0.261 -4.213  -0.582
C: -0.288 -1.366 -0.243  -0.969
C: -1.733 -1.778 -0.037  -1.062
O: -2.515 -1.924 -1.225  -0.344
C: -3.882 -2.132 -0.958  -1.026
C: -4.681 -1.094 -1.808  1.140
F: -4.010 -0.854 -2.952  -0.245
F: -5.865 -1.659 -2.157  -0.338
C: -5.018 0.206 -1.020  0.310
F: -4.022 0.539 -0.148  -0.186
F: -6.101 -0.058 -0.266  -0.349
C: -5.370 1.456 -1.897  0.599
F: -5.993 1.074 -3.027  -0.301
F: -6.282 2.181 -1.205  -0.311
C: -4.188 2.407 -2.181  0.152
F: -3.201 1.799 -2.890  -0.162
F: -4.624 3.441 -2.934  -0.304
C: 1.570 0.369 -0.402  1.217
C: 2.036 1.425 -1.441  -1.413
C: 3.532 1.729 -1.651  -1.683
O: 4.450 1.559 -0.577  -0.493
C: 2.465 -0.858 -0.846  -3.055
N: 2.332 -1.171 -2.313  0.129
C: 3.642 -1.597 -2.872  -1.076
H: 2.095 5.151 -0.272  0.416
H: 2.388 2.134 2.698  0.919
H: 3.649 1.711 1.602  0.785
H: 4.459 0.411 3.495  0.369
H: 2.743 0.431 4.126  0.402
H: 3.676 -1.127 4.021  0.306
H: 2.696 -2.594 2.647  0.400
H: 1.335 -0.942 3.854  0.388
H: 0.052 -2.274 5.499  0.522
H: -2.388 -2.075 5.473  0.362
H: -2.403 0.644 2.421  0.572
H: -1.697 0.784 0.523  -0.293
H: -1.765 0.484 -1.598  -0.571
H: -0.494 1.440 -2.200  0.879
H: -1.603 -0.689 -3.438  0.312
H: -0.086 -1.420 -2.977  0.468
H: -0.670 0.586 -4.836  0.274
H: 0.638 -0.388 -4.739  0.213
H: 0.213 -1.594 0.720  0.424
H: 0.160 -2.105 -0.921  0.777
H: -1.691 -2.787 0.425  0.560
H: -2.318 -1.188 0.691  0.311
H: -4.154 -2.098 0.107  0.422
H: -4.204 -3.113 -1.350  0.400
H: -3.794 2.826 -1.244  0.239
H: 1.675 1.199 -2.460  0.128
H: 1.539 2.395 -1.276  0.802
H: 3.900 1.145 -2.516  0.607
H: 3.609 2.776 -2.001  0.358
H: 5.206 1.074 -0.923  0.386
H: 2.205 -1.808 -0.356  0.997
H: 3.530 -0.701 -0.696  0.693
H: 1.799 -2.035 -2.382  0.306
H: 3.542 -1.549 -3.970  0.329
H: 4.458 -0.909 -2.612  0.380
H: 3.935 -2.607 -2.538  0.313
O: 3.631 -2.345 5.457  -1.025
H: 3.674 -2.253 6.411  0.108